Formula: C34H31N6OPtSi
Source: the OMol25 dataset
Level of theory: wB97M-V/def2-TZVPD

Geometry as XYZ:
```
74
Properties=species:S:1:pos:R:3:lowdin_charge:R:1
Pt -0.2941 0.3434 -0.0923 1.271
C -2.5465 0.1184 4.1430 -0.083
C -1.7241 -0.4401 3.1696 -0.090
N -0.8302 0.3019 2.5388 0.067
C -0.7512 1.5849 2.8533 -0.214
C -1.5624 2.1381 3.8356 -0.052
N -2.4628 1.4023 4.4776 0.110
C 0.2360 2.3476 2.0530 -0.141
C 0.7443 3.5636 2.4756 0.075
C 1.7412 4.2268 1.7691 -0.090
C 2.2022 3.6089 0.6096 0.075
C 1.6501 2.4187 0.1990 -0.170
N 0.6739 1.7967 0.8978 -0.007
C 2.0632 1.6720 -0.9845 -0.172
C 3.0973 1.9857 -1.8539 -0.028
N 3.3990 1.2212 -2.8932 0.121
C 2.6833 0.1125 -3.0625 -0.062
C 1.6500 -0.2351 -2.2085 -0.046
N 1.3428 0.5601 -1.1829 -0.099
C 2.3089 5.5205 2.2417 -0.153
C 1.8320 6.1498 3.3871 -0.003
C 2.3987 7.3490 3.7903 -0.113
N 3.3909 7.9494 3.1402 0.084
C 3.8452 7.3514 2.0432 -0.115
C 3.3432 6.1534 1.5594 -0.005
H -3.2924 -0.4767 4.6552 0.119
H -1.7887 -1.4856 2.8971 0.121
H -1.5087 3.1851 4.1092 0.119
H 0.3620 3.9757 3.3951 0.107
H 2.9923 4.0496 0.0234 0.110
H 3.6992 2.8732 -1.7075 0.128
H 2.9311 -0.5172 -3.9066 0.127
H 1.0586 -1.1301 -2.3418 0.109
H 1.0280 5.7397 3.9809 0.105
H 2.0365 7.8489 4.6808 0.116
H 4.6525 7.8529 1.5227 0.116
H 3.7767 5.7449 0.6578 0.104
C -5.1749 0.4964 0.8960 -0.087
C -4.9351 -0.5274 -0.2229 -0.607
C -6.1007 -0.4833 -1.2167 -0.081
C -4.8021 -1.9341 0.3751 -0.084
Si -3.3103 -0.1041 -1.0722 0.490
O -2.1357 -0.1228 0.0953 -0.512
C -3.3414 1.6032 -1.8425 -0.224
C -3.3578 1.8175 -3.2233 -0.082
C -3.3440 3.1025 -3.7530 -0.078
C -3.3070 4.2013 -2.9080 -0.084
C -3.2722 4.0136 -1.5321 -0.085
C -3.2842 2.7286 -1.0090 -0.110
C -2.8379 -1.3833 -2.3690 -0.213
C -3.6099 -1.6435 -3.5061 -0.096
C -3.2149 -2.5840 -4.4476 -0.067
C -2.0381 -3.2979 -4.2729 -0.077
C -1.2545 -3.0639 -3.1531 -0.089
C -1.6560 -2.1162 -2.2202 -0.130
H -6.0175 0.1836 1.5224 0.090
H -5.4175 1.4804 0.4901 0.077
H -4.3004 0.6003 1.5476 0.061
H -7.0482 -0.6481 -0.6924 0.091
H -6.0174 -1.2643 -1.9738 0.069
H -6.1701 0.4860 -1.7177 0.083
H -5.7168 -2.2106 0.9109 0.089
H -3.9717 -1.9896 1.0847 0.068
H -4.6341 -2.6861 -0.3998 0.081
H -3.3771 0.9708 -3.8994 0.089
H -3.3611 3.2454 -4.8261 0.106
H -3.3042 5.2028 -3.3192 0.105
H -3.2438 4.8701 -0.8695 0.102
H -3.2491 2.5963 0.0681 0.092
H -4.5318 -1.0995 -3.6726 0.099
H -3.8287 -2.7611 -5.3214 0.110
H -1.7381 -4.0402 -5.0011 0.108
H -0.3446 -3.6329 -3.0014 0.104
H -1.0464 -1.9708 -1.3304 0.054
```

Computed properties:
* highest occupied orbital energy: -11.294 eV
* maximum force: 1.1 eV Å⁻¹
* spin multiplicity: 1
* total charge: +1
* frontier orbital gap: 6.81 eV
* LUMO energy: -4.487 eV